1.
{"formula": "C2H8N3O2", "method": "the ωB97M-V functional and the def2-TZVPD basis", "symbols": ["C", "C", "N", "N", "N", "O", "O", "H", "H", "H", "H", "H", "H", "H", "H"], "positions_angstrom": [[2.22745, 0.77119, 0.59934], [-2.15077, 2.98650, -1.19415], [0.37126, -0.55803, 0.74164], [-0.58013, -3.30041, 0.10754], [-0.57015, -1.04452, 1.03564], [1.66582, -0.48402, 0.51051], [-1.14554, 2.75185, -0.57739], [1.89818, 1.48109, -0.26685], [3.29060, 0.67532, 0.20682], [2.31309, 1.27772, 1.56046], [-2.88594, 3.63941, -0.70603], [0.29501, -3.84481, 0.20029], [-2.35007, 2.76172, -2.26405], [-1.01561, -3.68681, -0.76058], [-1.36318, -3.42621, 0.80681]], "forces_ev_per_angstrom": [[3.017, 4.731, -3.145], [-0.045, 1.379, 0.177], [1.682, 0.312, 0.694], [-1.336, -0.666, -0.770], [-0.597, 0.138, -0.508], [-1.960, -2.329, -0.075], [0.297, -0.886, -0.404], [-0.366, -1.195, 1.870], [-1.159, -0.765, 0.858], [-0.728, -0.561, 0.148], [-0.508, -0.163, -0.075], [-1.114, 0.152, 0.783], [0.329, -0.450, 0.336], [0.565, 0.750, 0.683], [1.923, -0.446, -0.572]], "mulliken_charge": [-0.5312, -0.0580, 0.6202, -0.7333, -0.0934, -0.0371, -0.3994, 0.2873, 0.2906, 0.3482, 0.2292, 0.2719, 0.2322, 0.2612, 0.3114], "total_charge": 1, "e_tot_ha": -395.28933}

=====

2.
{"formula": "C8H14N4O5", "method": "the ωB97M-V functional and the def2-TZVPD basis", "symbols": ["C", "C", "C", "C", "C", "C", "C", "C", "H", "H", "H", "H", "H", "H", "H", "H", "H", "H", "H", "H", "H", "H", "N", "N", "N", "N", "O", "O", "O", "O", "O"], "positions_angstrom": [[-0.77616, 2.11412, 0.67064], [-0.29340, 0.71666, 1.02755], [-1.22180, 2.05932, -0.81738], [-2.09161, 0.85895, -1.14905], [1.48139, -0.85786, 0.77288], [2.96370, -0.99672, 1.08644], [1.18075, -1.39053, -0.65801], [0.64902, -2.79679, -0.58196], [0.02390, 3.97078, 0.39385], [0.48144, 3.30399, 1.79132], [-1.65541, 2.31666, 1.28902], [-1.74715, 2.98005, -1.07282], [-0.30938, 1.99958, -1.44091], [-3.90737, 0.11063, -0.82985], [-3.65955, 1.62440, -0.06698], [1.71077, 1.25786, 0.71800], [0.91200, -1.48165, 1.50121], [0.48326, -0.71539, -1.12535], [2.10087, -1.42774, -1.27759], [-1.10754, -2.21010, -1.49054], [-0.98985, -3.87612, -1.07770], [2.74773, -2.86949, 0.69777], [0.29155, 3.10538, 0.80685], [-3.38950, 0.95387, -0.77766], [1.04181, 0.49480, 0.92506], [-0.53986, -3.00509, -1.19695], [-1.10889, -0.16694, 1.27678], [-1.63987, -0.10401, -1.76184], [3.65951, -0.05444, 1.37752], [1.28076, -3.67622, 0.00240], [3.42889, -2.23794, 0.98733]], "forces_ev_per_angstrom": [[0.109, 0.114, -0.240], [0.133, -0.230, 0.032], [0.684, -0.025, -0.024], [0.445, -0.175, -0.292], [-0.148, -0.816, 0.379], [-0.013, 0.279, 0.130], [0.653, -0.127, 0.012], [-0.440, -0.081, -0.277], [-0.185, 0.672, -0.423], [-0.054, -0.158, -0.322], [0.007, -0.043, 0.109], [-0.036, 0.071, 0.028], [-0.481, -0.019, 0.278], [-0.521, -0.629, 0.014], [0.095, -0.261, -0.290], [-0.853, -0.654, 0.212], [0.419, 0.373, -0.438], [-0.255, 0.066, -0.230], [-0.415, 0.099, 0.337], [0.331, -0.220, 0.119], [-0.311, -0.875, 0.118], [-0.610, -0.390, -0.182], [0.020, -0.606, 0.681], [0.339, 0.674, 0.236], [0.230, 0.824, -0.205], [0.473, 1.108, 0.057], [0.379, 0.367, -0.135], [-0.388, 0.386, 0.271], [-0.187, -0.377, -0.125], [-0.097, 0.139, -0.063], [0.678, 0.515, 0.234]], "mulliken_charge": [0.5862, 0.1352, -1.0767, 0.5121, -0.0085, 0.4263, -0.6944, 0.8085, 0.2207, 0.2396, 0.3329, 0.4291, 0.3500, 0.2448, 0.2378, 0.3974, 0.4022, 0.0843, 0.3274, 0.2558, 0.2457, 0.4403, -0.7193, -0.3931, -0.1944, -0.3447, -0.6667, -0.7059, -0.6100, -0.7457, -0.5169], "e_tot_ha": -908.58563}